<P>
10
Properties=species:S:1:pos:R:3 method="wB97M-V/def2-TZVPD" homo_ha=-0.3747 gap_ev=10.60 smiles="O=C[C@@H]1CN1"
O 1.75 0.17 1.60
C 0.52 0.17 1.23
C 0.44 0.03 -0.25
C -0.77 0.37 -0.99
N -0.50 -1.15 -0.66
H -0.40 0.28 2.05
H 1.68 0.11 -0.50
H -1.52 1.04 -0.67
H -0.26 0.26 -2.05
H -0.92 -1.27 0.22



<Q>
10
Properties=species:S:1:pos:R:3 method="wB97M-V/def2-TZVPD" homo_ha=-0.3964 gap_ev=11.56 smiles=COCC#N
C -1.12 0.71 0.33
O -0.48 0.37 -0.91
C 0.49 -0.59 -0.72
C 1.46 -0.35 0.38
N 2.30 -0.31 1.18
H -2.19 0.81 0.14
H -0.73 1.67 0.69
H -0.94 -0.06 1.04
H 1.14 -0.67 -1.61
H 0.07 -1.58 -0.52



<R>
10
Properties=species:S:1:pos:R:3 method="wB97M-V/def2-TZVPD" homo_ha=-0.3555 gap_ev=10.70 smiles="C1=NCCO1"
C 1.40 0.01 -0.20
N 0.80 1.12 -0.20
C -0.58 0.80 0.19
C -0.67 -0.71 0.00
O 0.71 -1.12 0.06
H 2.46 -0.14 -0.37
H -1.31 1.36 -0.41
H -0.71 1.10 1.24
H -1.23 -1.26 0.76
H -1.04 -0.98 -1.00



<S>
10
Properties=species:S:1:pos:R:3 method="wB97M-V/def2-TZVPD" homo_ha=-0.3596 gap_ev=10.01
C 0.31 1.13 -0.31
C 0.49 -0.27 -0.66
N -0.31 -1.24 -0.39
C -0.76 -1.14 0.94
O -0.46 -0.29 1.74
H 1.21 1.71 -0.08
H -0.55 1.43 0.28
H 0.04 1.17 -1.41
H 1.32 -0.44 -1.35
H -1.29 -2.05 1.24



Relative to the most stable structure, the computed energies are <P> 0.1246; <Q> 0.0244; <R> 0.0000; <S> 0.0455, all in hartree.



<P>
10
Properties=species:S:1:pos:R:3 method="wB97M-V/def2-TZVPD" homo_ha=-0.3943 gap_ev=11.56 smiles=COCC#N
C -1.20 0.52 0.36
O -0.49 0.09 -0.78
C 0.61 -0.74 -0.58
C 1.69 0.04 0.06
N 2.34 0.85 0.56
H -1.22 1.61 0.39
H -0.78 0.18 1.31
H -2.23 0.16 0.27
H 0.91 -1.07 -1.58
H 0.36 -1.64 0.00



<Q>
10
Properties=species:S:1:pos:R:3 method="wB97M-V/def2-TZVPD" homo_ha="-0.2921 / -0.3914" gap_ev="7.16 / 10.44"
C -1.43 0.07 0.08
C 0.93 0.66 -0.49
C -0.12 -0.47 -0.22
N -2.38 0.71 -0.11
O 0.31 -1.67 0.03
H 0.44 1.65 -0.49
H 1.72 0.60 0.31
H 1.30 0.60 -1.60
H -0.35 0.06 2.33
H -0.43 -2.22 0.15



Relative to the most stable structure, the computed energies are <P> 0.0000; <Q> 0.1440, all in hartree.



<P>
10
Properties=species:S:1:pos:R:3 method="wB97M-V/def2-TZVPD" homo_ha=-0.3621 gap_ev=10.86
H 0.75 -1.85 2.31
N 0.25 -1.03 2.02
C 0.06 -0.95 0.79
O 0.15 -1.41 -0.44
C -0.56 -0.08 -0.35
C 0.20 1.17 -0.88
H -1.71 -0.17 -0.54
H 0.20 1.02 -1.98
H 1.16 1.47 -0.56
H -0.48 1.83 -0.37



<Q>
10
Properties=species:S:1:pos:R:3 method="wB97M-V/def2-TZVPD" homo_ha=-0.3365 gap_ev=9.70
C -1.93 -0.08 -0.14
C -0.55 -0.25 0.14
C 0.58 0.83 -0.14
N 1.80 0.58 0.00
O 1.95 -0.73 -0.20
H -2.52 -1.19 0.00
H -2.63 0.85 -0.29
H -0.27 -1.18 0.18
H 0.61 2.05 0.15
H 2.97 -0.87 0.28



<R>
10
Properties=species:S:1:pos:R:3 method="wB97M-V/def2-TZVPD" homo_ha="-0.3670 / -0.3112" gap_ev="9.65 / 6.92"
C -1.26 0.66 0.35
O -0.32 0.48 -0.70
C 0.95 -1.15 -0.72
C 1.13 0.17 -0.25
N 1.98 0.82 0.30
H -1.31 1.72 0.62
H -0.97 0.09 1.25
H -2.24 0.33 0.01
H 1.29 -1.47 -1.71
H 0.58 -1.92 -0.05



<S>
10
Properties=species:S:1:pos:R:3 method="wB97M-V/def2-TZVPD" homo_ha=-0.3752 gap_ev=11.00 smiles=COCC#N
C -1.23 0.55 0.29
O -0.41 0.15 -0.85
C 0.68 -0.92 -0.70
C 1.52 0.08 -0.11
N 2.07 0.96 0.38
H -1.21 1.64 0.52
H -0.97 0.04 1.22
H -2.27 0.31 0.01
H 1.12 -1.34 -1.65
H 0.50 -1.81 -0.05



Relative to the most stable structure, the computed energies are <P> 0.0090; <Q> 0.1148; <R> 0.1060; <S> 0.0000, all in hartree.